Entry from the Open Molecules 2025 dataset: a structure of composition C5H10N3 in a non-equilibrium geometry (ωB97M-V/def2-TZVPD).

The HOMO energy comes out at -13.295 eV. As for the total energy: -9806.6690 eV. As for the LUMO energy: -4.77 eV. The charge is +1.

Each line ends with the Mulliken charge.
Element x y z (Å)
N  0.927  -0.023  -0.393  -0.10
N  -0.463  -0.129  -0.137  0.07
N  0.362  1.901  0.687  -0.46
C  -0.838  1.183  0.560  0.43
C  -2.056  1.518  0.943  -0.85
C  1.645  -0.830  -1.344  -0.87
C  -0.668  -1.290  0.688  -0.78
C  1.282  1.218  0.106  -0.03
H  2.356  -0.155  -1.910  0.32
H  -1.716  -1.626  0.580  0.41
H  0.991  -1.489  -2.005  0.35
H  0.151  -2.041  0.494  0.33
H  -2.114  2.326  1.610  0.33
H  -0.561  -1.208  1.770  0.33
H  2.243  1.692  -0.128  0.40
H  -2.855  0.887  0.684  0.29
H  -1.139  -0.371  -1.274  0.52
H  2.451  -1.563  -0.933  0.30



Entry from the Open Molecules 2025 dataset: the ion C5H10N3 with charge +1 in a non-equilibrium geometry (ωB97M-V/def2-TZVPD).

The HOMO energy comes out at -13.876 eV. As for the total energy: -9807.7390 eV. As for the LUMO energy: -3.81 eV. The charge is +1. As for the SMILES: [H]/N=C1/CC=N[C@]1(C)[NH3+].

Each line ends with the Mulliken charge.
Element x y z (Å)
N  -0.950  -0.324  -1.357  -0.22
N  0.883  -1.533  -0.166  -0.63
N  0.273  2.224  0.057  -0.61
C  0.620  0.990  -0.083  -0.13
C  2.026  -1.019  -0.238  -0.25
C  2.081  0.469  -0.180  -0.39
C  -0.309  -0.208  -0.037  0.81
C  -1.113  -0.371  1.153  -1.25
H  2.561  0.737  0.790  0.29
H  -1.488  0.562  1.476  0.32
H  -0.234  0.100  -1.971  0.36
H  -1.919  -1.120  1.105  0.37
H  -0.660  2.420  0.342  0.24
H  2.776  -1.659  -0.089  0.53
H  -0.373  -0.676  1.900  0.38
H  2.729  0.999  -0.962  0.37
H  -1.910  -0.205  -1.757  0.34
H  -1.052  -1.371  -1.263  0.45



Entry from the Open Molecules 2025 dataset: a cluster of 2 separate species, C5H10N3 in total in a non-equilibrium geometry (ωB97M-V/def2-TZVPD).

The HOMO energy comes out at -13.090 eV. As for the total energy: -9805.4112 eV. As for the LUMO energy: -8.23 eV. The charge is +1.

Each line ends with the Mulliken charge.
Element x y z (Å)
N  -2.331  0.358  0.098  -0.25
N  1.728  -0.583  -0.588  -0.51
N  1.644  1.128  0.808  -0.03
C  -0.651  -1.005  -1.018  -0.42
C  0.445  -0.130  -0.524  0.40
C  2.413  0.186  0.208  -0.30
C  -2.048  -0.417  -0.990  -0.45
C  0.357  0.914  0.424  -0.31
H  -0.409  1.531  0.850  0.39
H  -2.504  -1.895  5.862  0.00
H  -0.651  -1.892  -0.377  0.33
H  1.906  1.712  1.586  0.25
H  -2.715  -1.251  -1.241  0.44
H  -3.363  0.358  0.203  0.32
H  -0.356  -1.383  -1.991  0.36
H  -2.238  0.249  -1.863  0.36
H  -3.226  -1.706  5.781  0.00
H  3.465  0.077  0.381  0.41



Entry from the Open Molecules 2025 dataset: a cluster of 2 separate species, C5H10N3 in total in a non-equilibrium geometry (ωB97M-V/def2-TZVPD).

The HOMO energy comes out at -13.965 eV. As for the total energy: -9808.3907 eV. As for the LUMO energy: -4.99 eV. The charge is +1.

Each line ends with the Mulliken charge.
Element x y z (Å)
N  0.477  0.491  -0.084  0.08
N  -3.318  0.118  1.022  -0.32
N  -2.048  0.214  -1.022  -0.67
C  1.243  -0.373  0.505  0.30
C  -2.663  0.122  0.029  0.49
C  1.278  -1.766  0.380  -0.42
C  0.797  -2.596  -0.624  -0.62
C  0.656  1.873  0.172  -0.87
H  2.131  0.028  0.902  0.37
H  0.892  -3.686  -0.642  0.30
H  -0.371  2.435  0.449  0.28
H  0.630  -2.157  -1.603  0.28
H  -2.465  0.806  -1.746  0.23
H  -0.406  0.209  -0.633  0.26
H  -3.569  -0.394  1.824  0.29
H  1.309  2.002  1.154  0.35
H  1.182  2.289  -0.690  0.33
H  1.625  -2.184  1.313  0.33



Entry from the Open Molecules 2025 dataset: the ion C5H10N3O with charge +1 in a non-equilibrium geometry (ωB97M-V/def2-TZVPD).

The HOMO energy comes out at -14.001 eV. As for the total energy: -11852.1223 eV. As for the LUMO energy: -3.92 eV. The charge is +1.

Each line ends with the Mulliken charge.
Element x y z (Å)
O  -0.738  0.049  2.337  -0.11
N  0.914  0.850  -0.112  0.03
N  -1.790  -0.286  0.218  0.33
N  -1.479  1.106  0.153  -0.94
C  -0.232  1.497  -0.069  0.07
C  -1.385  -1.121  -0.934  -0.91
C  -1.343  -0.913  1.527  0.34
C  2.260  1.422  -0.342  -1.06
C  0.062  -0.778  1.793  -0.53
H  0.811  -0.141  -0.373  0.07
H  -1.662  -0.443  -1.761  0.41
H  -2.046  -1.581  2.001  0.52
H  -2.859  -0.426  0.227  0.40
H  2.195  2.457  -0.582  0.37
H  2.823  0.949  -1.063  0.36
H  2.851  1.362  0.518  0.38
H  -1.782  -2.225  -0.866  0.32
H  -0.255  2.505  -0.101  0.54
H  -0.336  -1.382  -1.000  0.40



Entry from the Open Molecules 2025 dataset: a cluster of 2 separate species, C5H10N3O4S2 in total in a non-equilibrium geometry (ωB97M-V/def2-TZVPD).

The HOMO energy comes out at -5.768 eV. As for the total energy: -39674.1625 eV. As for the LUMO energy: 3.25 eV. The charge is -1.

Each line ends with the Mulliken charge.
Element x y z (Å)
S  -3.834  -0.976  -0.595  -0.26
S  -0.433  1.486  -0.022  1.16
O  -0.574  2.720  0.697  -0.71
O  -1.300  1.521  -1.215  -0.71
O  0.822  -3.139  1.370  -0.68
O  1.669  -3.152  -0.625  -0.66
N  0.415  -1.465  0.018  -0.41
N  -0.683  0.246  1.001  -0.45
N  1.034  -2.658  0.259  0.98
C  -0.371  -0.994  0.921  0.07
C  3.542  0.572  -0.765  -1.33
C  -3.834  0.297  0.702  -0.63
C  1.167  1.313  -0.768  -0.63
C  2.288  0.928  -0.111  0.01
H  1.058  1.139  -1.841  0.35
H  3.812  1.535  -1.179  0.32
H  -4.828  0.673  0.630  0.36
H  2.302  0.878  0.888  0.60
H  -3.269  1.135  0.375  0.16
H  4.344  0.224  -0.209  0.40
H  -3.379  0.001  1.703  0.24
H  -0.592  -1.528  1.842  0.46
H  -2.783  -0.665  -1.380  0.13
H  3.428  -0.091  -1.696  0.26



Entry from the Open Molecules 2025 dataset: the ion C5H10N3S with charge +1 in a non-equilibrium geometry (ωB97M-V/def2-TZVPD).

The HOMO energy comes out at -12.132 eV. As for the total energy: -20644.3374 eV. As for the LUMO energy: -2.85 eV. The charge is +1. As for the SMILES: C[C@@H]([NH3+])c1c[nH][nH]c1=S.

Each line ends with the Mulliken charge.
Element x y z (Å)
S  2.199  2.013  -0.575  -0.49
N  2.224  -1.728  0.473  -0.18
N  2.795  -0.539  0.267  0.03
N  -0.505  1.603  0.482  -0.11
C  0.526  -0.407  -0.236  -0.05
C  -0.713  0.404  -0.311  0.85
C  -1.862  -0.565  0.082  -1.81
C  1.987  0.410  -0.226  0.00
C  0.882  -1.644  0.155  -0.47
H  2.731  -2.577  0.586  0.23
H  -0.928  0.732  -1.319  0.17
H  -1.597  -1.063  0.911  0.58
H  -2.193  -1.192  -0.664  0.41
H  3.810  -0.640  0.276  0.27
H  0.476  1.998  0.158  0.08
H  -1.302  2.158  0.528  0.34
H  -2.838  0.034  0.306  0.35
H  -0.275  1.308  1.437  0.40
H  0.089  -2.397  0.274  0.40



Entry from the Open Molecules 2025 dataset: the ion C5H10N3S with charge +1 in a non-equilibrium geometry (ωB97M-V/def2-TZVPD).

The HOMO energy comes out at -12.166 eV. As for the total energy: -20645.8656 eV. As for the LUMO energy: -2.97 eV. The charge is +1. As for the SMILES: CSCc1c[nH]c(=[NH2+])[nH]1.

Each line ends with the Mulliken charge.
Element x y z (Å)
S  -2.613  0.791  -0.264  -0.06
N  2.953  1.402  0.350  -0.33
N  0.795  0.721  -0.264  -0.05
N  2.235  -0.835  -0.146  -0.13
C  2.067  0.480  0.004  0.41
C  0.099  -0.415  -0.603  0.28
C  0.996  -1.407  -0.639  -0.47
C  -3.212  -0.001  1.324  -0.68
C  -1.469  -0.371  -1.117  -0.70
H  -1.291  0.002  -2.195  0.32
H  3.832  1.240  0.671  0.19
H  -2.709  -1.084  1.445  0.24
H  2.685  2.318  0.254  0.17
H  -2.812  0.659  2.172  0.25
H  0.954  -2.532  -0.587  0.32
H  -1.820  -1.433  -1.168  0.38
H  -4.310  0.034  1.194  0.30
H  3.134  -1.235  -0.386  0.28
H  0.488  1.666  -0.045  0.28



Entry from the Open Molecules 2025 dataset: a structure of composition C5H10N4 in a non-equilibrium geometry (ωB97M-V/def2-TZVPD).

The HOMO energy comes out at -8.182 eV. As for the total energy: -11303.9108 eV. As for the LUMO energy: 0.75 eV. The charge is 0.

Each line ends with the Mulliken charge.
Element x y z (Å)
N  -0.002  1.679  2.531  -0.43
N  1.541  0.377  -2.440  -0.44
N  0.514  -1.636  -2.642  -0.76
N  -0.671  -0.473  2.893  -0.78
C  0.795  -0.630  -1.910  0.32
C  0.803  -0.067  0.511  -0.51
C  -1.635  -0.269  -0.430  -1.22
C  -0.173  -0.216  -0.283  0.48
C  -0.051  0.372  2.170  0.42
H  2.121  0.903  -1.807  0.23
H  -0.116  -2.299  -2.192  0.26
H  1.862  0.056  0.601  0.37
H  0.252  2.368  1.843  0.21
H  1.958  0.156  -3.341  0.29
H  -1.929  -0.434  -1.470  0.38
H  -0.396  1.909  3.439  0.26
H  -2.066  -1.072  0.173  0.33
H  -0.720  -1.399  2.470  0.26
H  -2.088  0.674  -0.114  0.33



Entry from the Open Molecules 2025 dataset: the molecule C5H10N4O2 in a non-equilibrium geometry (ωB97M-V/def2-TZVPD).

The HOMO energy comes out at -9.727 eV. As for the total energy: -15396.4946 eV. As for the LUMO energy: 0.63 eV. The charge is 0. As for the SMILES: CC(C)[C@H]1N=NCN1[N+](=O)[O-].

Each line ends with the Mulliken charge.
Element x y z (Å)
O  2.216  0.191  1.767  -0.62
O  1.643  2.100  2.485  -0.67
N  -0.993  1.995  -0.126  -0.45
N  1.424  1.056  1.945  1.07
N  0.237  0.789  1.352  -0.10
N  -0.419  1.296  -0.883  -0.06
C  -0.819  1.773  1.307  -0.19
C  0.411  0.358  -0.285  -0.48
C  -1.220  -1.445  -0.123  -1.11
C  0.156  -1.134  -0.643  0.51
C  0.403  -1.318  -2.109  -1.31
H  -0.286  -0.657  -2.749  0.32
H  0.178  -2.449  -2.348  0.32
H  -1.681  -0.484  -0.106  0.27
H  0.979  -1.575  -0.055  0.25
H  1.485  0.514  -0.563  0.59
H  -1.822  1.604  1.769  0.30
H  -1.730  -2.252  -0.673  0.42
H  -0.441  2.722  1.535  0.31
H  -1.178  -1.863  0.947  0.26
H  1.456  -1.221  -2.444  0.36



Entry from the Open Molecules 2025 dataset: the ion C5H10NO with charge -1 in a non-equilibrium geometry (ωB97M-V/def2-TZVPD).

The HOMO energy comes out at -2.108 eV. As for the total energy: -8882.1434 eV. As for the LUMO energy: 3.52 eV. The charge is -1. As for the SMILES: N/C=C/CCC[O-].

Each line ends with the Mulliken charge.
Element x y z (Å)
O  2.844  0.910  1.844  -0.87
N  -2.252  -1.702  0.029  -0.63
C  -1.604  -0.710  -0.791  -0.05
C  0.418  0.760  -1.017  -0.52
C  0.932  1.219  0.429  -0.66
C  -0.300  -0.460  -0.599  -0.44
C  1.874  0.292  1.177  -0.20
H  -2.165  -0.358  -1.680  0.28
H  0.148  -1.402  -0.235  0.31
H  -2.927  -2.162  -0.470  0.24
H  -2.837  -1.335  0.819  0.21
H  2.305  -0.349  0.248  -0.02
H  0.009  1.306  1.003  0.29
H  1.237  -0.395  1.784  0.07
H  1.271  0.736  -1.709  0.28
H  1.370  2.192  0.469  0.41
H  -0.324  1.459  -1.302  0.30



Entry from the Open Molecules 2025 dataset: the ion C5H10NO with charge -1 in a non-equilibrium geometry (ωB97M-V/def2-TZVPD).

The HOMO energy comes out at -2.177 eV. As for the total energy: -8882.6664 eV. As for the LUMO energy: 3.92 eV. The charge is -1. As for the SMILES: N/C=C/CCC[O-].

Each line ends with the Mulliken charge.
Element x y z (Å)
O  1.281  2.202  -1.912  -0.87
N  0.310  -2.076  2.210  -0.69
C  -0.645  1.187  -0.647  -0.66
C  -0.217  -1.066  1.219  -0.27
C  0.733  2.008  -0.726  -0.35
C  -0.007  -1.276  -0.078  -0.19
C  -0.518  -0.270  -1.107  -0.57
H  -0.961  -0.493  1.754  0.41
H  1.017  -1.489  2.641  0.25
H  0.335  2.952  -0.277  0.18
H  1.379  1.487  0.052  0.12
H  0.093  -0.426  -2.011  0.30
H  0.344  -2.285  -0.302  0.20
H  0.687  -2.846  1.681  0.25
H  -1.493  -0.512  -1.575  0.30
H  -1.376  1.645  -1.325  0.42
H  -0.961  1.259  0.402  0.18



- Number 4 is which compound?
  C5H10N3



- charge of number 12 (C5H10NO)?
  -1



- Which formula does entry 3 have?
  C5H10N3



Copy entry 6 word for word.
Entry from the Open Molecules 2025 dataset: a cluster of 2 separate species, C5H10N3O4S2 in total in a non-equilibrium geometry (ωB97M-V/def2-TZVPD).

The HOMO energy comes out at -5.768 eV. As for the total energy: -39674.1625 eV. As for the LUMO energy: 3.25 eV. The charge is -1.

Each line ends with the Mulliken charge.
Element x y z (Å)
S  -3.834  -0.976  -0.595  -0.26
S  -0.433  1.486  -0.022  1.16
O  -0.574  2.720  0.697  -0.71
O  -1.300  1.521  -1.215  -0.71
O  0.822  -3.139  1.370  -0.68
O  1.669  -3.152  -0.625  -0.66
N  0.415  -1.465  0.018  -0.41
N  -0.683  0.246  1.001  -0.45
N  1.034  -2.658  0.259  0.98
C  -0.371  -0.994  0.921  0.07
C  3.542  0.572  -0.765  -1.33
C  -3.834  0.297  0.702  -0.63
C  1.167  1.313  -0.768  -0.63
C  2.288  0.928  -0.111  0.01
H  1.058  1.139  -1.841  0.35
H  3.812  1.535  -1.179  0.32
H  -4.828  0.673  0.630  0.36
H  2.302  0.878  0.888  0.60
H  -3.269  1.135  0.375  0.16
H  4.344  0.224  -0.209  0.40
H  -3.379  0.001  1.703  0.24
H  -0.592  -1.528  1.842  0.46
H  -2.783  -0.665  -1.380  0.13
H  3.428  -0.091  -1.696  0.26